No. 1
Molecular formula: C30H40CoN7O5S2
Method: DFT, wB97M-V/def2-TZVPD

Structure (XYZ):
```
85
C30H40CoN7O5S2 wB97M-V/def2-TZVPD
Co 0.311 -1.177 -0.570
C 2.100 0.094 1.745
N 0.724 -0.363 1.931
C 0.025 0.550 2.831
C 0.775 -1.717 2.439
C 1.366 -1.973 3.667
C 1.603 -3.259 4.112
C 1.306 -4.315 3.264
C 0.692 -4.083 2.055
C 0.333 -2.788 1.632
N -0.390 -2.581 0.465
C -1.220 -3.615 0.081
C -1.905 -4.338 1.082
C -2.622 -5.480 0.815
C -2.712 -5.947 -0.487
C -2.166 -5.182 -1.499
C -1.466 -4.007 -1.255
N -1.027 -3.208 -2.366
C -2.110 -2.951 -3.301
C 0.099 -3.792 -3.071
H 2.649 0.160 2.695
H 2.618 -0.601 1.086
H 2.090 1.074 1.272
H 0.476 0.587 3.834
H 0.057 1.553 2.405
H -1.013 0.241 2.936
H 1.671 -1.144 4.293
H 2.057 -3.428 5.080
H 1.557 -5.326 3.551
H 0.489 -4.916 1.397
H -1.823 -3.985 2.101
H -3.092 -6.022 1.624
H -3.215 -6.876 -0.715
H -2.254 -5.535 -2.519
H -2.394 -3.833 -3.896
H -2.991 -2.599 -2.765
H -1.793 -2.177 -4.000
H -0.167 -4.727 -3.593
H 0.468 -3.083 -3.811
H 0.900 -3.981 -2.362
O -2.349 -0.660 1.350
C -3.220 -0.887 0.283
C -2.754 -0.324 -1.041
C -3.657 0.382 -1.814
C -3.270 0.895 -3.047
C -1.983 0.597 -3.489
C -1.154 -0.141 -2.678
N -1.492 -0.560 -1.444
H -1.521 -1.147 1.148
H -4.171 -0.423 0.561
H -3.397 -1.969 0.152
H -4.660 0.540 -1.446
H -3.951 1.480 -3.644
H -1.632 0.942 -4.449
H -0.169 -0.437 -3.015
S 2.102 -2.191 -0.940
C 1.773 7.217 3.260
C 2.287 6.006 2.515
S 1.317 5.880 0.971
O 0.028 5.325 1.307
O 1.312 7.168 0.332
C 2.204 4.662 -0.041
C 1.333 4.237 -1.226
N 1.452 2.825 -1.452
C 0.635 1.862 -0.928
N 1.112 0.652 -1.173
C 2.269 0.815 -1.866
C 2.523 2.166 -2.045
N 3.593 2.763 -2.659
O 3.717 4.024 -2.621
O 4.431 2.010 -3.217
C -0.615 2.219 -0.211
H 2.306 7.372 4.196
H 0.714 7.081 3.464
H 1.888 8.095 2.628
H 2.129 5.078 3.055
H 3.328 6.109 2.227
H 2.379 3.824 0.632
H 3.149 5.071 -0.387
H 1.660 4.771 -2.120
H 0.289 4.482 -1.014
H 2.883 -0.001 -2.189
H -1.392 2.526 -0.914
H -0.447 3.055 0.470
H -0.980 1.358 0.340
```

Computed properties:
* E_HOMO (alpha / beta): -2.573 / -2.518 eV
* orbital gap (alpha / beta): 0.144 / 0.141 Ha
* total charge: -1
* molar mass: 701.76 Da
* ⟨S²⟩: 0.88
* multiplicity: 2

Atom charges from the Mulliken analysis, given in e for atoms 1 to 4: number 1, Co, carries -0.659; number 2, C, carries -0.932; number 3, N, carries 1.462; number 4, C, carries -1.196

***

No. 2
Molecular formula: C30H41Ge2N6Ni
Method: DFT, wB97M-V/def2-TZVPD

Structure (XYZ):
```
80
C30H41Ge2N6Ni wB97M-V/def2-TZVPD
Ni 0.062 -0.075 0.013
N -0.431 -1.605 1.322
C 0.754 -2.135 2.035
C 1.622 -0.994 2.552
N 1.656 0.166 1.632
C 1.445 1.438 2.335
C -0.023 1.576 2.732
N -0.867 1.432 1.534
H -1.088 -1.201 1.985
H -0.923 -2.388 0.904
H 1.290 -2.766 1.331
H 0.459 -2.776 2.869
H 2.629 -1.373 2.739
H 1.244 -0.660 3.519
H 2.557 0.184 1.168
H 1.725 2.251 1.661
H 2.075 1.528 3.226
H -0.180 2.527 3.244
H -0.300 0.796 3.442
H -0.837 2.300 1.006
H -1.840 1.323 1.808
C 5.408 -1.875 -0.981
C 5.374 -0.598 -1.535
C 4.175 0.074 -1.676
C 3.002 -0.544 -1.241
C 3.032 -1.810 -0.675
C 4.237 -2.484 -0.554
N 1.730 0.084 -1.349
N 1.682 1.009 -2.171
C 0.429 1.650 -2.256
C 0.235 2.571 -3.269
C -1.002 3.186 -3.358
C -1.981 2.862 -2.429
C -1.691 1.930 -1.448
N -0.503 1.328 -1.361
H 6.353 -2.392 -0.883
H 6.291 -0.128 -1.863
H 4.144 1.065 -2.107
H 2.103 -2.273 -0.379
H 4.260 -3.480 -0.132
H 1.041 2.778 -3.958
H -1.200 3.908 -4.138
H -2.957 3.325 -2.456
H -2.431 1.649 -0.712
C -4.410 -0.122 -1.561
Ge -3.426 -1.780 -1.207
C -3.752 -2.148 0.693
C -4.045 -3.254 -2.333
Ge -1.055 -1.715 -1.773
C -0.673 -1.002 -3.543
C -1.775 -0.555 -4.277
C -1.634 -0.096 -5.580
C -0.380 -0.073 -6.171
C 0.727 -0.510 -5.454
C 0.583 -0.973 -4.157
C -0.221 -3.432 -1.386
C -0.819 -4.257 -0.424
C -0.311 -5.513 -0.126
C 0.808 -5.977 -0.803
C 1.396 -5.190 -1.784
C 0.886 -3.933 -2.074
H -5.466 -0.389 -1.617
H -4.145 0.385 -2.484
H -4.298 0.575 -0.730
H -4.831 -2.278 0.797
H -3.473 -1.295 1.314
H -3.283 -3.047 1.089
H -5.110 -3.418 -2.166
H -3.510 -4.171 -2.091
H -3.889 -3.036 -3.389
H -2.766 -0.577 -3.843
H -2.504 0.232 -6.133
H -0.264 0.277 -7.187
H 1.708 -0.496 -5.912
H 1.473 -1.283 -3.626
H -1.733 -3.954 0.074
H -0.797 -6.132 0.616
H 1.209 -6.957 -0.582
H 2.251 -5.560 -2.334
H 1.364 -3.355 -2.851
```

Computed properties:
* E_HOMO (alpha / beta): -14.321 / -13.329 eV
* orbital gap (alpha / beta): 0.270 / 0.247 Ha
* total charge: +2
* molar mass: 689.61 Da
* energy above the lowest of the compared OMol25 structures with the same formula, charge and spin: 0.763 eV
* ⟨S²⟩: 1.10
* multiplicity: 2

Atom charges from the Mulliken analysis, given in e for atoms 1 to 4: number 1, Ni, carries 0.783; number 2, N, carries -0.240; number 3, C, carries -0.355; number 4, C, carries -0.915

***

No. 3
Molecular formula: C30H41N2O2PtTe
Method: DFT, wB97M-V/def2-TZVPD

Structure (XYZ):
```
77
C30H41N2O2PtTe wB97M-V/def2-TZVPD
Pt -0.191 1.635 -1.761
C -0.962 0.665 5.375
C -0.819 2.039 4.715
C 0.364 2.773 5.369
C -2.111 2.839 4.956
C -0.594 1.939 3.218
C -0.322 3.078 2.458
C -0.170 2.972 1.091
N -0.253 1.807 0.445
C -0.490 0.697 1.150
C -0.676 0.737 2.524
C -0.565 -0.543 0.351
C -0.501 -1.812 0.895
C -0.575 -2.943 0.081
C -0.743 -2.721 -1.281
C -0.801 -1.426 -1.764
N -0.699 -0.365 -0.974
C -0.516 -4.334 0.689
C 0.571 -4.390 1.777
C -1.888 -4.633 1.316
C -0.206 -5.402 -0.364
H -1.063 0.803 6.451
H -0.083 0.041 5.201
H -1.853 0.140 5.028
H 0.200 2.830 6.445
H 0.468 3.791 4.995
H 1.300 2.241 5.192
H -2.294 2.915 6.028
H -2.968 2.343 4.497
H -2.036 3.849 4.550
H -0.232 4.051 2.920
H 0.031 3.845 0.484
H -0.908 -0.176 3.052
H -0.382 -1.922 1.963
H -0.822 -3.538 -1.983
H -0.951 -1.230 -2.817
H 0.267 -3.872 2.687
H 1.501 -3.949 1.413
H 0.768 -5.428 2.043
H -2.180 -3.864 2.033
H -1.854 -5.590 1.838
H -2.662 -4.692 0.547
H 0.755 -5.207 -0.846
H -0.980 -5.472 -1.128
H -0.144 -6.376 0.121
C -3.349 3.545 -2.197
Te -2.532 1.870 -3.249
C -2.051 2.993 -5.000
H -4.221 3.910 -2.734
H -2.585 4.315 -2.134
H -3.640 3.207 -1.206
H -1.919 4.033 -4.716
H -2.870 2.884 -5.707
H -1.125 2.618 -5.429
C 3.312 -2.456 -0.907
C 2.782 -1.259 -1.647
C 2.180 -1.410 -2.899
C 1.705 -0.324 -3.610
C 1.058 -0.525 -4.952
C 1.846 0.965 -3.061
C 2.496 1.149 -1.818
C 2.886 2.521 -1.308
C 2.929 0.016 -1.126
C 1.411 2.167 -3.890
O 1.891 2.399 -4.973
O 0.468 2.872 -3.320
H 2.754 -3.356 -1.166
H 3.272 -2.303 0.171
H 4.356 -2.623 -1.181
H 2.090 -2.402 -3.329
H 0.765 -1.566 -5.092
H 1.754 -0.252 -5.745
H 0.176 0.109 -5.076
H 2.837 3.271 -2.094
H 3.906 2.490 -0.924
H 2.248 2.852 -0.488
H 3.438 0.142 -0.175
```

Computed properties:
* E_HOMO (alpha / beta): -10.646 / -10.583 eV
* orbital gap (alpha / beta): 0.252 / 0.253 Ha
* total charge: +1
* molar mass: 784.35 Da
* energy above the lowest of the compared OMol25 structures with the same formula, charge and spin: 1.650 eV

Atom charges from the Mulliken analysis, given in e for atoms 1 to 4: number 1, Pt, carries 1.348; number 2, C, carries -2.100; number 3, C, carries 2.001; number 4, C, carries -1.620

***

No. 4
Molecular formula: C30H42Cl2IrN6O3
Method: DFT, wB97M-V/def2-TZVPD

Structure (XYZ):
```
84
C30H42Cl2IrN6O3 wB97M-V/def2-TZVPD
Ir 0.078 1.237 -0.223
O -1.838 0.865 1.112
C -1.429 0.631 2.476
C -0.085 1.244 2.735
C 0.292 1.523 4.037
C 1.586 1.929 4.309
C 2.480 2.036 3.251
C 2.036 1.773 1.975
N 0.764 1.404 1.701
H -2.407 0.129 0.850
H -1.342 -0.447 2.638
H -2.177 1.023 3.165
H -0.430 1.403 4.834
H 1.897 2.141 5.324
H 3.510 2.321 3.407
H 2.714 1.845 1.140
N -2.295 0.822 -4.639
C -1.262 1.899 -4.458
C -1.035 2.156 -2.974
N -0.601 0.938 -2.236
C -1.625 -0.126 -2.441
C -1.881 -0.427 -3.912
H -2.438 0.626 -5.636
H -3.201 1.147 -4.285
H -1.609 2.797 -4.968
H -0.356 1.549 -4.952
H -1.956 2.512 -2.504
H -0.285 2.936 -2.877
H 0.278 0.618 -2.652
H -2.542 0.203 -1.945
H -1.306 -1.040 -1.947
H -2.671 -1.167 -4.029
H -0.984 -0.795 -4.412
C -0.214 6.223 -2.280
C 0.351 5.906 -0.906
N 0.441 4.438 -0.662
C -0.694 3.905 0.092
C -0.614 4.169 1.586
C 1.491 3.726 -1.038
C 2.715 4.408 -1.576
N 1.512 2.407 -0.942
H -0.178 7.297 -2.454
H -1.259 5.919 -2.365
H 0.364 5.745 -3.074
H -0.291 6.310 -0.126
H 1.330 6.352 -0.757
H -0.830 2.800 -0.086
H -1.604 4.327 -0.339
H 0.383 3.957 1.972
H -1.344 3.557 2.115
H -0.854 5.209 1.801
H 3.091 5.133 -0.855
H 2.493 4.944 -2.500
H 3.501 3.686 -1.781
H 2.409 1.991 -1.164
Cl 0.839 -7.261 0.216
C -0.748 -6.856 0.741
C -1.684 -7.872 0.829
C -3.011 -7.579 1.104
C -3.438 -6.259 1.249
C -2.509 -5.253 1.157
Cl -3.031 -3.603 1.342
C -1.137 -5.517 0.958
N -0.255 -4.449 0.910
C 0.998 -4.410 1.449
C 1.314 -5.273 2.523
C 2.563 -5.249 3.097
C 3.516 -4.359 2.614
C 3.207 -3.490 1.560
C 1.964 -3.483 0.966
C 1.772 -2.618 -0.266
C 0.813 -1.464 -0.113
O 1.321 -0.290 -0.416
O -0.349 -1.558 0.275
H -1.367 -8.892 0.660
H -3.730 -8.383 1.186
H -4.475 -6.026 1.444
H -0.632 -3.562 0.570
H 0.540 -5.916 2.919
H 2.795 -5.906 3.924
H 4.506 -4.332 3.050
H 3.978 -2.827 1.190
H 1.427 -3.223 -1.113
H 2.739 -2.210 -0.548
```

Computed properties:
* E_HOMO (alpha / beta): -17.513 / -17.727 eV
* orbital gap (alpha / beta): 0.239 / 0.215 Ha
* total charge: +4
* molar mass: 797.83 Da
* energy above the lowest of the compared OMol25 structures with the same formula, charge and spin: 0.116 eV
* ⟨S²⟩: 0.79
* multiplicity: 2

Atom charges from the Mulliken analysis, given in e for atoms 1 to 4: number 1, Ir, carries 2.382; number 2, O, carries -0.535; number 3, C, carries -0.959; number 4, C, carries 0.644

***

No. 5
Molecular formula: C30H42CrGeN2O5
Method: DFT, wB97M-V/def2-TZVPD

Structure (XYZ):
```
81
C30H42CrGeN2O5 wB97M-V/def2-TZVPD
Cr -0.173 -0.806 1.509
C -0.778 -2.651 0.387
C -1.016 -3.001 1.729
C -0.057 -3.749 2.434
C 1.150 -4.077 1.845
C 1.407 -3.696 0.531
C 0.443 -3.023 -0.200
H -1.614 -2.386 -0.260
H -2.028 -2.944 2.129
H -0.285 -4.110 3.428
H 1.877 -4.673 2.376
H 2.333 -3.992 0.065
H 0.571 -2.890 -1.265
C -4.482 2.597 -2.943
O -4.361 3.207 -1.670
C -3.483 2.779 -0.781
C -3.421 3.514 0.424
C -2.490 3.203 1.366
C -1.543 2.166 1.182
C -0.463 1.998 2.110
C -0.142 3.082 3.093
O 0.228 0.949 2.137
C -1.662 1.356 0.012
O -0.824 0.319 -0.220
C -2.629 1.680 -0.934
H -5.101 3.267 -3.538
H -4.976 1.625 -2.869
H -3.508 2.488 -3.423
H -4.115 4.327 0.562
H -2.489 3.759 2.288
H -0.200 4.072 2.654
H 0.852 2.929 3.504
H -0.861 3.037 3.909
H -2.733 1.035 -1.794
C 1.014 -2.676 -5.649
C 1.123 -2.420 -4.150
C 1.855 -1.112 -3.846
C 1.666 -0.627 -2.405
Ge -0.235 0.030 -2.256
C -0.365 1.787 -3.232
C -0.888 1.731 -4.679
C -1.915 0.636 -4.970
C -2.601 0.852 -6.315
H 0.516 -3.624 -5.834
H 1.999 -2.716 -6.107
H 0.440 -1.884 -6.128
H 1.648 -3.252 -3.677
H 0.110 -2.382 -3.727
H 1.503 -0.338 -4.536
H 2.922 -1.249 -4.033
H 2.305 0.242 -2.225
H 1.951 -1.398 -1.693
H -1.397 -0.983 -2.387
H 0.662 2.164 -3.240
H -0.951 2.494 -2.644
H -0.050 1.598 -5.364
H -1.339 2.697 -4.916
H -2.674 0.594 -4.180
H -1.403 -0.332 -4.984
H -3.141 1.796 -6.334
H -3.313 0.054 -6.510
H -1.869 0.868 -7.120
O 5.484 2.029 6.445
C 5.350 0.651 6.502
N 3.966 0.243 6.267
C 3.568 -0.375 5.143
O 4.311 -0.707 4.243
C 2.082 -0.648 5.008
C 1.149 -0.634 6.039
C -0.178 -0.908 5.736
C -0.535 -1.145 4.421
N 0.356 -1.173 3.423
C 1.632 -0.956 3.727
H 5.607 2.330 5.537
H 5.629 0.351 7.516
H 5.970 0.125 5.771
H 3.302 0.603 6.932
H 1.439 -0.435 7.058
H -0.925 -0.919 6.513
H -1.565 -1.344 4.154
H 2.359 -1.024 2.925
```

Computed properties:
* E_HOMO (alpha / beta): -14.056 / -14.123 eV
* orbital gap (alpha / beta): 0.305 / 0.294 Ha
* total charge: +2
* molar mass: 635.28 Da
* energy above the lowest of the compared OMol25 structures with the same formula, charge and spin: 1.282 eV
* ⟨S²⟩: 6.02
* multiplicity: 5

Atom charges from the Mulliken analysis, given in e for atoms 1 to 4: number 1, Cr, carries 0.649; number 2, C, carries -1.196; number 3, C, carries -0.443; number 4, C, carries -0.456

***

No. 6
Molecular formula: C30H42N2O2P2Re
Method: DFT, wB97M-V/def2-TZVPD

Structure (XYZ):
```
79
C30H42N2O2P2Re wB97M-V/def2-TZVPD
P 1.346 1.221 2.495
P -1.620 0.656 -2.164
C 1.801 -0.031 -1.850
C 1.741 0.059 -3.302
H 0.979 -0.500 -1.297
H 2.779 -0.136 -1.367
H 2.686 0.043 -3.855
H 0.895 -0.393 -3.826
C -1.742 -0.435 -3.595
H -2.802 -0.673 -3.764
H -1.170 -1.355 -3.407
H -1.313 0.076 -4.471
C -2.666 2.099 -2.328
H -2.174 2.830 -2.993
H -2.812 2.553 -1.338
H -3.635 1.782 -2.740
C 2.851 0.256 2.048
H 3.321 -0.162 2.948
H 3.558 0.902 1.511
H 2.535 -0.577 1.409
C 2.135 2.834 2.916
H 1.454 3.620 2.563
H 3.105 2.941 2.413
H 2.240 2.953 4.000
Re 1.425 2.011 -2.504
C 0.682 3.557 -3.441
C 1.780 2.902 -4.190
C 3.187 3.485 -4.152
C 3.810 3.504 -2.725
C 3.036 2.670 -1.708
C 1.802 3.201 -1.027
C 1.382 4.654 -1.251
C 0.926 4.885 -2.704
C 1.029 0.567 4.186
H -0.294 3.512 -3.922
H 1.481 2.433 -5.126
H 3.170 4.486 -4.593
H 3.822 2.859 -4.792
H 4.804 3.038 -2.800
H 3.933 4.520 -2.342
H 3.625 1.988 -1.097
H 1.646 2.835 -0.013
H 2.199 5.329 -0.956
H 0.532 4.864 -0.585
H -0.033 5.423 -2.690
H 1.637 5.506 -3.263
H 0.010 0.157 4.191
H 1.083 1.376 4.925
H 1.734 -0.234 4.444
O -2.277 -0.172 -0.880
C -1.643 -1.006 -0.036
N -2.429 -1.835 0.643
C -1.624 -2.675 1.492
C -0.232 -2.078 1.205
O 0.831 -2.384 1.773
N -0.353 -1.105 0.219
C -2.144 -2.504 2.916
C -1.297 -2.220 3.986
C -1.838 -2.004 5.260
C -3.217 -2.110 5.461
C -4.065 -2.439 4.394
C -3.523 -2.643 3.122
C -1.691 -4.103 0.997
C -1.781 -5.169 1.899
C -1.953 -6.468 1.414
C -2.004 -6.707 0.038
C -1.854 -5.643 -0.861
C -1.681 -4.341 -0.378
H -3.440 -1.791 0.541
H -0.218 -2.179 3.813
H -1.161 -1.772 6.087
H -3.639 -1.959 6.454
H -5.140 -2.558 4.532
H -4.179 -2.926 2.294
H -1.724 -4.970 2.972
H -2.050 -7.287 2.127
H -2.151 -7.720 -0.336
H -1.873 -5.811 -1.938
H -1.545 -3.514 -1.080
```

Computed properties:
* E_HOMO (alpha / beta): -13.323 / -13.324 eV
* orbital gap (alpha / beta): 0.224 / 0.140 Ha
* total charge: +2
* molar mass: 710.83 Da
* energy above the lowest of the compared OMol25 structures with the same formula, charge and spin: 2.203 eV
* ⟨S²⟩: 3.76
* multiplicity: 4

Atom charges from the Mulliken analysis, given in e for atoms 1 to 4: number 1, P, carries 0.840; number 2, P, carries 0.650; number 3, C, carries 0.419; number 4, C, carries -1.162

***

Q: total charge of number 1 (C30H40CoN7O5S2)?
A: -1